The following is a DFT calculation (ωB97M-V/def2-TZVPD) of C57H55N3OP4SSn as an isolated structure.

The molar mass comes out at 1072.761 u. Its HOMO energy (spin up / spin down) is -8.9 / -9.3 eV. The multiplicity is 2. As for the net charge: +1.

Atoms and positions in Å:
Sn: 13.5018 14.2765 12.5517
C: 12.4569 19.0479 11.7582
N: 12.6865 17.6507 12.0578
P: 13.5234 17.0292 13.4261
C: 12.8304 17.8599 14.8408
C: 11.7094 17.2776 15.4587
C: 11.0375 17.9215 16.4746
C: 11.4066 19.2100 16.8293
C: 12.5236 19.8117 16.2483
C: 13.2707 19.1252 15.3010
C: 15.1938 17.6545 13.3495
C: 15.9916 17.6403 14.5280
C: 17.3124 18.0268 14.4636
C: 17.8935 18.3851 13.2647
C: 17.0959 18.4737 12.1188
C: 15.7570 18.0820 12.1618
P: 12.5019 16.3527 10.8849
C: 13.3485 16.8617 9.3544
C: 12.8375 17.9098 8.5924
C: 13.5455 18.4081 7.5037
C: 14.7320 17.8159 7.0783
C: 15.1491 16.6289 7.6997
C: 14.4591 16.1297 8.8448
C: 10.8074 16.4056 10.3555
C: 9.7890 16.7813 11.2457
C: 8.4554 16.8261 10.8504
C: 8.1460 16.5988 9.5246
C: 9.1271 16.2267 8.6040
C: 10.4433 16.1379 9.0218
H: 12.3516 19.6257 12.6967
H: 11.5271 19.1734 11.1806
H: 13.2782 19.4970 11.1988
H: 11.4141 16.2641 15.1711
H: 10.1935 17.4289 16.9572
H: 10.8551 19.7656 17.5694
H: 12.7515 20.8152 16.5209
H: 14.1849 19.5375 14.8576
H: 15.5645 17.3960 15.5233
H: 17.8935 18.0912 15.3722
H: 18.9518 18.6153 13.2025
H: 17.4742 18.8883 11.2037
H: 15.1580 18.1797 11.2515
H: 11.8576 18.3449 8.8516
H: 13.1903 19.2693 6.9455
H: 15.3251 18.2617 6.2701
H: 16.0001 16.0547 7.3083
H: 15.1393 14.0144 9.0138
H: 10.0416 17.0233 12.2802
H: 7.6809 17.0440 11.5695
H: 7.1230 16.7221 9.1845
H: 8.8702 15.9796 7.5835
H: 11.1809 15.8615 8.2681
C: 12.5278 11.6379 8.9460
N: 12.2035 11.5966 10.3978
P: 10.7905 12.6723 10.6539
C: 9.4140 11.8600 9.8357
C: 8.2003 12.5821 9.7783
C: 7.0523 11.9682 9.3415
C: 7.1252 10.6920 8.8357
C: 8.3141 9.9863 8.7635
C: 9.4720 10.5946 9.2609
C: 10.3024 12.3658 12.3028
C: 10.0304 13.4468 13.1968
C: 9.5838 13.1895 14.4766
C: 9.4369 11.8745 14.9127
C: 9.6278 10.8055 14.0329
C: 10.0855 11.0639 12.7417
P: 13.6241 11.4275 11.4243
C: 13.1649 9.9904 12.3778
C: 13.5144 9.8970 13.7233
C: 13.2719 8.7404 14.4521
C: 12.6949 7.6503 13.7811
C: 12.4027 7.6991 12.4268
C: 12.6059 8.8783 11.7246
C: 15.0164 10.6902 10.4823
C: 16.3119 11.1566 10.7172
C: 17.3937 10.5459 10.1164
C: 17.2069 9.4197 9.3182
C: 15.9382 8.9191 9.0902
C: 14.8449 9.5848 9.6312
H: 12.1274 12.5715 8.5065
H: 12.0615 10.8081 8.4105
H: 13.5762 11.6327 8.7136
H: 8.2107 13.6414 10.0696
H: 6.0810 12.4526 9.4059
H: 6.1964 10.2219 8.5018
H: 8.3609 8.9887 8.3447
H: 10.4190 10.0425 9.2538
H: 10.2280 14.4583 12.8433
H: 9.3988 14.0402 15.1510
H: 9.1225 11.6674 15.9436
H: 9.4284 9.7927 14.3888
H: 10.2750 10.2307 12.0573
H: 14.0083 10.7205 14.2170
H: 13.5667 8.6597 15.4965
H: 12.5323 6.7144 14.3050
H: 12.0492 6.8030 11.9199
H: 12.3113 8.9664 10.6600
H: 16.4488 12.0509 11.3328
H: 18.3995 10.8980 10.2754
H: 18.0462 8.8761 8.9174
H: 15.8066 8.0427 8.4529
H: 13.8428 9.1934 9.4152
O: 12.6071 13.5585 15.4362
H: 11.7385 13.2838 15.7509
H: 13.2466 13.2057 16.0792
S: 15.5298 14.8610 11.1068
C: 14.9594 14.9822 9.5196
N: 15.6709 13.8475 14.4450
C: 15.9180 12.7782 15.3094
C: 15.4610 12.7438 16.6272
C: 15.5582 11.5972 17.4000
C: 16.1689 10.4783 16.8896
C: 16.7125 10.4831 15.5952
C: 16.6351 11.6526 14.8414
H: 16.4081 14.0223 13.7561
H: 15.3759 14.6957 14.9271
H: 15.0231 13.6415 17.0698
H: 15.0808 11.6244 18.3655
H: 16.2634 9.5777 17.4902
H: 17.2215 9.5958 15.1808
H: 17.0343 11.6505 13.7989

Atom charges from the Löwdin analysis, given in e for atoms 1 to 4: atom 1 (Sn): 0.759, atom 2 (C): -0.130, atom 3 (N): -0.479, atom 4 (P): 0.854